Version P
11
Properties=species:S:1:pos:R:3:nbo_charge:R:1 method="wB97M-V/def2-TZVPD" total_charge=+1 smiles=C1S[C@@H]2C[N@H+]12 homo_ha=-0.5219 homo_lumo_gap_ha=0.3779
C 0.309 -1.287 -0.263 -0.33
S -1.331 -1.270 0.551 0.36
C -0.755 0.384 0.779 -0.17
C -0.328 1.037 -0.467 -0.23
N 0.655 0.240 0.217 -0.38
H 0.351 -1.556 -1.394 0.26
H 1.057 -1.952 0.077 0.24
H -0.765 1.008 1.657 0.27
H -0.701 0.662 -1.360 0.24
H -0.010 2.098 -0.412 0.26
H 1.518 0.635 0.616 0.47

Version Q
11
Properties=species:S:1:pos:R:3:nbo_charge:R:1 method="wB97M-V/def2-TZVPD" total_charge=+1 homo_ha=-0.4871 homo_lumo_gap_ha=0.3321
C 0.132 -0.657 -0.962 -0.31
C 0.344 0.260 -1.862 -0.22
C -0.512 0.056 0.193 -0.19
N 0.128 0.176 1.523 -0.69
S -0.346 1.629 -0.913 0.27
H 0.474 -1.671 -0.973 0.24
H 0.563 0.250 -2.940 0.28
H -1.679 -0.353 0.524 0.26
H -0.070 -0.768 1.962 0.45
H -0.181 0.927 2.119 0.46
H 1.146 0.151 1.329 0.46

Most stable of them? version Q.